DFT (ωB97M-V/def2-TZVPD) results for 2 unconnected molecules or ions with the total composition CH7N3S.

```
! wB97M-V def2-TZVPD RIJCOSX def2/J DEFGRID3
* xyz 0 1
S 1.38 -1.22 1.49
N -1.14 0.99 0.56
N 0.58 0.83 -0.99
N -1.02 -0.84 -0.87
C -0.52 0.32 -0.41
H -0.38 -1.30 -1.50
H -0.49 1.42 1.22
H 0.89 1.73 -0.61
H -1.40 -1.46 -0.14
H 2.69 -1.18 1.41
H 1.37 0.18 -1.02
H -1.97 0.53 0.88
*
```

**Max |F|**: 1.0 eV Å⁻¹
**Molecular weight**: 93.155 Da
**HOMO-LUMO gap**: 7.0 eV